C20H25N9O8Ru | ωB97M-V/def2-TZVPD

Cartesian coordinates (Å):
Ru1 0.218410 -0.068644 -0.249729
O1 -3.056290 -2.238744 4.438071
C1 -1.934990 -1.728344 4.881571
O2 -1.548690 -1.857844 6.014371
C2 -1.111690 -0.923444 3.921771
C3 -0.117890 -0.019744 4.280071
N1 0.397710 0.477156 3.149071
N2 -0.186790 -0.052844 2.078571
C4 -1.107790 -0.906044 2.511071
C5 -1.975090 -1.577244 1.470771
O3 -3.068690 -2.024144 1.810471
O4 -1.497490 -1.557444 0.305671
H1 -3.210690 -2.158144 3.451871
H2 0.211110 0.263656 5.259771
H3 1.082710 1.213956 3.026471
O5 5.107310 3.652756 -0.299329
C6 5.477810 2.492056 -0.774829
O6 6.623710 2.193656 -0.991629
C7 4.407510 1.477456 -1.057629
C8 4.606610 0.314556 -1.787929
N3 3.447610 -0.357044 -1.790929
N4 2.502310 0.285156 -1.101729
C9 3.059810 1.401656 -0.642829
C10 2.208810 2.347356 0.163171
O7 2.532210 3.528956 0.243371
O8 1.183210 1.831956 0.695671
H4 4.127210 3.756956 -0.117929
H5 5.488910 -0.036244 -2.286329
H6 3.243010 -1.241644 -2.233029
C11 -4.081790 1.438056 -0.031929
N5 -3.070190 1.043756 -0.981529
C12 -3.269590 -0.249344 -1.589229
C13 -1.985990 1.805856 -1.260129
N6 -0.874790 1.217256 -1.666529
N7 -2.075290 3.154656 -1.142029
C14 -0.874490 3.948556 -0.979529
C15 -3.261590 3.894756 -1.519629
H7 -4.272490 0.597656 0.641071
H8 -5.031790 1.691856 -0.511629
H9 -3.736190 2.282056 0.558971
H10 -4.152990 -0.212744 -2.234229
H11 -3.431990 -1.014044 -0.826529
H12 -2.394790 -0.525044 -2.176029
H13 -0.199690 1.863456 -2.076029
H14 -0.170790 3.437756 -0.322029
H15 -1.152190 4.892656 -0.519129
H16 -0.389990 4.174156 -1.934229
H17 -3.994590 3.243256 -1.983829
H18 -2.985190 4.659556 -2.245929
H19 -3.718890 4.397156 -0.666829
N8 1.823910 -6.175444 -0.800629
C16 1.522110 -4.872244 -0.820729
C17 1.905010 -4.018444 0.233471
C18 1.616410 -2.681044 0.146971
N9 0.996710 -2.137144 -0.905629
C19 0.585510 -2.936444 -1.890229
C20 0.821510 -4.290044 -1.895629
H20 2.335210 -6.572644 -0.031829
H21 1.549210 -6.782544 -1.551429
H22 2.410610 -4.413144 1.099971
H23 1.912110 -1.991544 0.936471
H24 0.054910 -2.458444 -2.704129
H25 0.482210 -4.901844 -2.717729

Cartesian forces, eV/Å:
Ru -0.2 0.2 0.4
O -0.6 -0.4 -0.3
C 0.6 0.3 0.2
O -0.1 0.1 0.0
C 0.0 0.1 -0.5
C -0.5 -0.5 -0.1
N 0.2 0.2 0.2
N -0.1 -0.3 -1.3
C -0.1 0.1 0.6
C -0.2 0.3 1.3
O 0.1 -0.1 -0.2
O 1.1 0.7 -1.3
H 0.3 0.2 0.3
H 0.1 0.1 0.2
H -0.1 -0.1 -0.1
O -0.2 0.7 0.3
C 0.1 -0.7 -0.2
O 0.0 0.1 -0.1
C -0.4 -0.1 0.0
C -0.1 0.5 0.3
N 0.0 -0.1 -0.1
N -0.9 0.2 0.6
C 0.5 0.0 -0.3
C 0.9 0.4 -0.5
O 0.0 -0.1 0.1
O -1.2 -1.1 0.0
H 0.4 -0.4 -0.2
H 0.1 -0.1 -0.1
H 0.0 0.1 0.1
C -0.4 0.1 0.4
N 0.8 0.5 -0.1
C -0.2 -0.6 -0.3
C -1.4 0.6 0.1
N 1.7 -0.9 0.5
N 0.1 -0.7 0.0
C 0.4 0.0 0.1
C -0.4 0.2 0.0
H 0.1 0.0 0.0
H 0.1 0.0 0.0
H 0.0 0.0 0.0
H 0.1 0.0 0.0
H 0.0 0.1 -0.1
H -0.2 0.0 0.0
H -0.3 -0.1 0.0
H -0.1 0.1 0.0
H 0.0 0.0 0.1
H 0.0 0.0 0.0
H 0.0 -0.1 0.0
H 0.0 0.0 0.0
H 0.0 0.0 0.1
N 0.0 -0.2 0.0
C -0.1 0.4 0.0
C -0.1 0.1 0.0
C 0.4 -0.4 0.1
N -0.4 0.9 0.4
C -0.1 -0.3 -0.2
C 0.1 0.1 0.1
H 0.0 0.0 0.0
H 0.0 0.0 0.0
H 0.1 0.0 0.1
H 0.0 -0.2 0.0
H 0.0 -0.1 0.0
H 0.0 0.0 -0.1

Summary:
F_max = 2.03 eV/A
net charge = +1
relative energy (zero: lowest compared OMol25 entry of this formula, charge and spin) = 16.89 kcal per mole
orbital gap (alpha / beta) = 9.84 / 6.93 eV
multiplicity = 6
total energy = -53513.3303 eV